A structure of composition C46H55N3P2PdS2Si3 at a distorted geometry. Source: the OMol25 dataset; level of theory: wB97M-V/def2-TZVPD.

```
112
Properties=species:S:1:pos:R:3:forces:R:3:mulliken_spin:R:1
Pd 12.2497 13.3451 12.2236 -0.3 -0.4 0.8 0.603
S 10.8655 12.3532 13.8120 0.0 -0.8 2.7 0.619
C 11.1631 10.7389 14.3152 -0.5 -0.2 0.5 -0.017
N 12.0089 9.8109 13.9040 -0.9 -0.9 0.3 0.092
C 11.7577 8.5945 14.5379 0.7 1.6 0.6 0.137
C 12.5498 7.4374 14.4570 0.3 -0.3 -0.2 -0.006
C 12.2392 6.3531 15.2500 0.6 -0.2 -0.4 0.051
C 11.2559 6.4159 16.2546 -0.8 0.3 0.5 0.112
C 10.4522 7.5304 16.3709 0.5 0.1 -0.6 -0.047
C 10.7433 8.6242 15.5490 -0.3 0.3 -0.4 0.149
S 10.0416 10.1723 15.6348 0.3 0.4 -0.7 0.092
H 13.4493 7.4781 13.8505 -0.3 -0.3 -0.3 -0.002
H 12.7387 5.3862 15.1369 0.3 0.6 0.0 0.004
H 11.1684 5.6097 16.9883 -0.2 0.1 -0.5 0.004
H 9.6109 7.6257 17.0151 -0.2 -0.2 0.8 -0.002
C 13.6756 14.1753 17.3372 0.1 0.6 0.3 0.010
Si 14.7463 13.3451 16.0650 1.1 -2.1 1.6 -0.037
C 16.5414 13.3127 16.7636 -0.4 -0.7 -0.2 0.075
C 14.4528 11.4843 16.3637 0.5 -0.1 -0.2 0.021
C 14.6752 13.9407 14.3228 0.2 0.2 0.2 0.877
Si 14.7206 15.7655 14.1553 0.8 2.3 0.3 -0.052
C 13.0221 16.5029 14.3499 -1.2 -0.7 0.6 0.061
C 15.8895 16.7258 15.3405 -0.5 -0.6 0.9 0.037
C 15.3826 16.4919 12.5579 -0.3 -1.0 -1.0 0.011
Si 15.4293 12.9560 13.0199 1.5 -2.2 -0.9 -0.080
C 17.3443 12.7641 13.0206 -0.5 0.6 0.4 0.070
C 14.9338 11.1111 12.8087 -0.7 0.0 1.0 0.096
C 15.0827 13.4180 11.2137 0.5 0.6 0.7 0.000
C 16.0693 13.3682 10.2330 0.9 0.3 -0.4 0.011
C 15.7495 13.4892 8.8803 -0.6 -0.7 1.0 0.002
C 14.3968 13.7146 8.5955 -0.3 0.3 -1.5 -0.003
C 13.4427 13.7763 9.6081 1.6 -0.4 0.0 -0.027
N 13.8001 13.6030 10.9172 -0.5 0.6 -2.6 0.167
H 14.0702 13.9625 18.3455 -0.1 -0.2 -0.4 0.001
H 12.6297 13.8887 17.3282 -0.2 -0.2 -0.1 -0.001
H 13.7022 15.2552 17.2705 0.0 0.4 -0.1 0.002
H 16.3918 13.0923 17.8548 0.3 0.5 -0.9 0.001
H 17.0324 14.2511 16.5719 0.5 0.3 0.4 -0.001
H 17.1483 12.4684 16.3350 -0.6 0.8 0.3 0.002
H 14.6438 11.2932 17.4505 -0.4 0.2 -0.8 0.001
H 15.1522 10.8185 15.8161 -0.3 0.5 0.2 0.000
H 13.4520 11.2030 16.0718 -0.5 -0.4 0.2 -0.005
H 12.3519 15.7717 14.8735 0.2 0.6 -0.5 0.006
H 12.6055 16.7536 13.3713 -0.1 -0.3 -0.1 -0.003
H 12.9529 17.4389 14.9098 0.4 -0.1 0.1 0.004
H 15.7521 16.5283 16.4277 0.1 0.0 -0.6 0.000
H 15.5814 17.7759 15.2120 0.3 -0.2 -0.1 0.002
H 16.9590 16.6123 15.1094 -0.4 0.1 0.0 0.002
H 15.0347 15.9599 11.6246 0.3 0.9 0.8 -0.007
H 16.4670 16.4568 12.5825 0.3 -0.1 -0.2 0.000
H 15.1178 17.5554 12.5597 -0.1 -0.2 -0.2 0.001
H 17.7815 12.5853 14.0103 -0.3 -0.3 -0.2 0.001
H 17.8235 13.6919 12.6840 0.0 -0.3 -0.2 -0.001
H 17.5278 11.9121 12.3393 0.2 0.5 0.4 0.005
H 15.6623 10.5121 13.4013 -0.6 0.2 -0.4 0.001
H 15.0543 10.8808 11.7517 0.2 -0.1 -0.1 0.000
H 13.8900 10.7979 13.0780 1.0 0.3 -0.1 -0.032
H 17.1284 13.2678 10.5289 -0.8 -0.1 -0.2 0.000
H 16.5039 13.2433 8.1249 -0.4 0.6 0.1 0.000
H 14.0895 13.8513 7.5204 0.2 -0.2 1.4 0.000
H 12.4032 13.8809 9.3549 -0.2 0.1 0.1 0.001
C 8.7125 14.0189 9.7987 -0.7 0.4 -1.1 0.015
N 9.7497 13.7646 10.7777 1.2 -0.4 1.3 0.038
P 10.6787 15.0715 11.5715 -0.7 -0.8 -1.2 0.243
C 9.5441 15.9835 12.6046 -1.0 0.4 0.7 0.044
C 8.5698 15.2299 13.2769 0.6 1.0 -0.2 0.021
C 7.4962 15.8796 13.8933 0.7 -1.5 0.2 -0.015
C 7.5135 17.2446 14.0000 -0.9 0.8 -0.2 0.023
C 8.4857 18.0309 13.3605 0.3 -0.1 0.7 -0.007
C 9.5089 17.4080 12.6728 0.3 -1.0 -0.1 0.032
C 10.9497 16.2892 10.2490 0.6 -0.1 0.2 -0.004
C 9.8817 16.8336 9.5446 -0.4 0.1 -0.4 0.011
C 10.1033 17.5618 8.3636 -0.9 -0.2 0.2 0.004
C 11.3913 17.7404 7.9162 0.9 -0.4 0.2 -0.001
C 12.4812 17.2986 8.6901 -0.2 0.6 -0.2 0.002
C 12.2513 16.6349 9.8841 0.1 0.1 -0.6 0.022
P 10.3799 12.1649 11.1685 -0.7 2.3 -2.2 0.247
C 10.9294 11.3577 9.6746 0.9 -0.7 0.4 0.024
C 12.1276 10.6320 9.7768 0.4 -0.3 0.0 0.103
C 12.5221 9.7575 8.7633 -1.0 0.6 -0.3 0.016
C 11.6902 9.5554 7.6544 0.5 0.4 0.1 -0.003
C 10.5098 10.2800 7.5693 -1.4 -0.2 -0.7 0.007
C 10.1211 11.1657 8.5712 -0.4 0.2 -0.6 0.001
C 8.9925 11.1447 11.6605 -0.5 -0.6 0.0 0.054
C 9.2474 9.7688 11.6740 -0.3 -0.4 0.7 0.046
C 8.2210 8.8734 12.0506 1.9 0.2 -0.9 -0.007
C 6.9645 9.3420 12.2858 -1.4 0.0 0.8 0.028
C 6.6792 10.7088 12.2897 0.6 0.1 -0.5 -0.009
C 7.7009 11.5996 11.9752 0.2 -0.8 0.2 0.036
H 9.1104 14.4304 8.8314 -0.2 -0.7 0.7 0.004
H 8.0395 14.7945 10.1561 -0.2 0.0 0.3 0.000
H 8.0563 13.1455 9.6109 0.6 0.3 0.1 -0.002
H 8.7909 14.1804 13.3753 -0.7 -0.4 -0.2 0.005
H 6.7202 15.2566 14.3437 0.2 0.4 0.1 0.000
H 6.6864 17.6733 14.5738 0.4 0.3 -0.3 0.001
H 8.5153 19.1140 13.4947 -0.2 -0.4 -0.1 0.000
H 10.3359 17.9696 12.2447 -0.3 0.1 -0.1 0.002
H 8.8728 16.6631 9.9206 0.2 0.2 -0.3 -0.001
H 9.2650 17.9587 7.7607 0.5 -0.3 0.6 0.001
H 11.5650 18.2117 6.9612 0.1 0.2 0.0 0.000
H 13.5056 17.5206 8.3750 -0.4 -0.1 0.1 0.000
H 13.0966 16.4217 10.5167 0.1 -0.4 0.1 -0.002
H 12.7896 10.6811 10.6570 -0.5 0.3 -0.3 -0.001
H 13.4657 9.2811 8.8460 0.6 -0.5 0.0 0.000
H 11.9867 8.9085 6.8254 -0.1 0.1 0.4 0.000
H 9.7737 10.0982 6.7439 1.0 0.2 0.7 0.001
H 9.1849 11.7302 8.4858 0.4 -0.5 -0.1 -0.001
H 10.2592 9.4102 11.4676 -0.4 -0.1 0.0 0.004
H 8.4299 7.8066 12.0806 0.0 0.2 0.0 0.001
H 6.1997 8.6083 12.5463 0.0 0.4 -0.1 0.001
H 5.6865 11.0980 12.4862 0.1 -0.2 0.0 0.000
H 7.4909 12.6326 11.9832 -0.2 1.1 0.0 0.010
```
Positions in Å, forces in eV/Å.

As for the max |F|: 0.064 Eh/bohr. The orbital gap (spin up / spin down) comes out at 7.67 / 5.26 eV. The HOMO energy (spin up / spin down) is -12.403 / -13.774 eV. Its net charge is +2. As for the multiplicity: 5.